This record from OMol25 describes an isolated molecule of C7H6 at a distorted geometry. The level of theory is wB97M-V/def2-TZVPD.

```
! wB97M-V def2-TZVPD RIJCOSX def2/J DEFGRID3
* xyz 0 1
C -0.23177 -1.34984 0.06765
C 1.08154 -0.69409 -0.04485
C -0.74816 1.10788 -0.02830
C -1.17517 -0.41711 0.02770
C 1.27749 0.13960 1.15503
C 1.44506 0.20093 -1.22937
C 0.78762 0.89578 0.06174
H -0.40949 -2.40942 -0.13927
H -1.12375 1.55268 -0.89372
H -0.97223 1.76754 0.84205
H -2.27599 -0.63300 0.13201
H 1.27793 -0.11982 2.19704
H 1.06690 -0.04113 -2.14771
*
```

Maximum force in eV/A: 6.74
Orbital gap (alpha / beta) in eV: 7.38 / 7.94
Highest occupied orbital energy (alpha / beta) in eV: -7.024 / -7.373
Relative energy (zero: lowest compared OMol25 entry of this formula, charge and spin) in kJ/mol: 462.1